{
  "formula": "C3H8N3O2",
  "method": "wB97M-V/def2-TZVPD",
  "total_charge": -1,
  "e_homo_ev": -3.95,
  "relative_energy_kj_mol": 59.1,
  "total_energy_ev": -11807.7106,
  "gap_ev": 8.120,
  "elements": ["C", "C", "N", "N", "H", "H", "H", "H", "H", "H", "N", "C", "O", "O", "H", "H"],
  "positions_angstrom": [[1.55137, 1.46851, 0.20070], [1.10911, 0.69728, 1.20021], [1.59486, 0.85937, 2.55093], [1.12374, 1.37820, -1.11891], [2.33620, 2.20218, 0.37943], [0.26420, 0.04373, 1.01672], [1.98034, -0.02426, 2.86364], [0.80488, 1.05627, 3.15241], [1.10384, 2.23439, -1.64082], [0.33349, 0.73583, -1.32352], [-2.67852, -2.04498, -1.46268], [-1.54598, -1.45158, -0.85093], [-1.17273, -2.00632, 0.20389], [-1.05831, -0.45805, -1.45266], [-2.97535, -1.64944, -2.33556], [-2.77114, -3.04110, -1.38287]],
  "forces_ev_per_angstrom": [[-0.2047, -0.0965, -0.0254], [-0.2990, 0.6399, -0.3153], [0.2756, -0.0574, -0.2178], [-0.0993, -0.5041, -0.1530], [-0.0452, -0.0427, 0.1058], [0.0634, -0.3472, -0.0563], [-0.0251, 0.0029, 0.1600], [0.0041, -0.0500, 0.1123], [0.0386, 0.1221, 0.0541], [0.3028, 0.2407, 0.3901], [-0.6700, 0.1417, -0.1803], [0.4017, -0.4101, 0.1452], [0.1773, 0.2315, -0.0894], [-0.2158, 0.1548, 0.0865], [0.2494, -0.0275, -0.2093], [0.0461, 0.0021, 0.1931]],
  "lowdin_charge": [-0.24, -0.23, -0.03, 0.02, 0.09, 0.08, 0.04, 0.04, 0.05, 0.04, 0.07, -0.84, -0.09, -0.11, 0.05, 0.05]
}